Molecular formula: C25H60N4O6
Method: DFT, wB97M-V/def2-TZVPD

As for the frontier orbital gap: 8.2 eV. The energy above the lowest of the compared OMol25 structures with the same formula, charge and spin comes out at 0.0 kcal/mol. Its HOMO energy is -8.08 eV.

Atoms and positions in Å:
C -2.854 -2.029 3.589
H -5.546 -3.334 -0.636
H -4.088 -5.853 1.244
C 5.694 0.804 7.132
H -2.233 -2.286 -9.481
H -2.832 0.206 -8.329
H 3.068 2.895 -1.618
C -2.185 -0.437 -8.925
C -5.091 -3.335 3.437
H -5.922 -0.822 2.401
C -4.474 -3.532 -0.621
H -0.418 5.004 2.482
H 2.725 6.728 -0.575
O -2.483 -1.761 -8.717
H 1.948 -2.157 1.986
H -0.390 -0.829 -7.969
H -4.235 -4.501 -1.060
N 2.940 -2.128 1.796
H 1.658 -2.852 -3.990
H 0.406 -3.717 -5.692
C -3.845 -3.626 0.882
H -2.259 -2.914 3.817
H -5.800 -0.849 4.103
H -2.016 -4.772 0.408
C 1.647 6.795 -0.723
H -1.745 -2.970 0.542
H -2.831 -1.440 4.505
C 1.453 6.018 -2.048
H 3.615 -5.162 -4.422
C -4.252 -2.143 2.909
H 6.491 2.108 8.378
H -0.333 4.160 -3.227
H 5.808 -0.280 7.157
C -2.244 -3.852 0.944
H 2.071 5.032 2.343
H 2.689 -3.119 -5.485
C 0.819 4.766 0.654
C 2.133 4.500 1.394
O 5.976 1.302 8.460
C -4.501 -4.879 1.507
C 1.473 4.444 -1.925
H -3.946 -2.823 -1.260
H -1.845 -4.060 1.937
H 0.667 6.524 -2.607
C 2.976 3.963 -1.815
H -6.126 -3.311 3.097
N 0.660 4.060 -0.677
C 3.048 -4.454 -3.818
C 3.774 -3.024 2.210
N 4.809 -3.183 1.410
H 3.757 -3.815 -3.292
H -3.491 -4.889 3.356
O -3.722 -1.224 0.764
O 0.948 -4.206 -5.069
H 1.077 4.173 -4.097
H 3.582 4.432 -1.040
H -2.217 -1.305 3.081
C -4.477 -4.659 2.953
H -5.022 -3.271 4.523
H -4.979 -5.465 3.490
H 4.097 2.264 7.084
H 3.633 0.640 7.404
H 6.376 1.195 6.377
H -5.532 -4.917 1.155
H -4.516 -0.993 0.276
C 0.713 3.872 -3.115
H 2.374 6.413 -2.476
O 0.632 2.727 -0.533
H 2.282 3.474 1.729
H -0.055 3.422 1.912
H -2.579 -0.099 -9.884
H 0.791 2.785 -3.126
H 3.624 4.237 -2.647
C -5.193 -0.939 3.203
H -4.653 0.004 3.293
C 0.695 6.316 0.392
H 3.038 4.721 0.829
H -0.308 0.845 -8.493
H 5.036 -2.611 0.609
H -1.356 4.300 1.110
C -0.374 4.407 1.571
H -0.299 6.569 0.023
H -0.292 2.487 -0.435
N -4.196 -2.338 1.479
H 4.143 1.074 5.788
C 2.147 -3.566 -4.651
O 3.523 -3.797 3.114
H 2.336 -4.983 -3.184
H 5.260 -4.028 1.730
C 4.357 1.233 6.845
H 0.931 6.896 1.284
H -0.122 -0.424 -9.720
H 3.223 -1.499 1.058
H 1.383 7.820 -0.983
C -0.625 -0.154 -8.792

=====

Molecular formula: C25H61BClNO8P
Method: DFT, wB97M-V/def2-TZVPD

As for the net charge: +1. As for the frontier orbital gap: 8.1 eV. Its HOMO energy is -11.96 eV.

Atoms and positions in Å:
O 6.042 -1.529 -1.528
H 2.931 1.750 1.305
H 6.897 -1.883 -1.799
O 1.852 -3.785 1.174
C -1.096 -2.690 3.859
H -2.767 -0.932 0.036
H -3.805 5.122 -2.512
H 1.483 -1.036 -2.129
H -2.037 -4.825 -7.818
C -1.160 -4.234 3.449
H -2.163 -2.390 4.159
H -4.950 4.767 0.060
O -2.460 -2.586 -5.342
C -1.672 -0.954 7.349
C 0.127 -3.348 -2.761
H -0.430 -4.831 4.090
H 3.022 3.068 0.116
O 1.945 -3.330 -1.121
H -3.755 7.180 -1.089
H 6.884 0.251 -0.934
H 1.442 -0.625 -3.889
H -4.950 7.350 -2.393
H -2.077 1.081 6.746
H -2.589 -3.142 -7.954
H -2.996 3.189 0.190
H -0.003 -2.376 1.951
C 2.362 -3.194 0.214
C -2.615 0.138 6.885
H -0.162 -0.319 6.297
H -0.062 -0.829 3.058
C 0.122 0.683 -2.704
H -0.249 -2.017 -4.480
O -0.638 -1.154 6.390
H 0.913 1.301 -2.148
C 3.194 2.800 1.162
P -0.843 0.359 0.046
H -1.216 -0.695 8.309
N -1.822 -1.021 0.449
H 2.521 3.417 1.764
C -4.698 6.795 -1.487
C 4.640 3.053 1.544
C -1.892 3.303 0.486
H -2.358 4.215 2.454
H -2.208 -1.898 7.466
H 0.017 -4.187 -0.610
H -3.358 -2.878 -5.142
C 3.614 -2.242 0.452
C -1.186 0.702 -1.800
H 4.384 4.948 1.901
H -0.635 4.623 1.901
H 4.773 -0.989 1.835
H -2.158 5.419 1.095
H -2.477 -0.390 2.485
H -5.531 4.918 -2.163
H -1.343 -1.724 -3.064
O 4.971 4.422 1.346
C 6.114 -0.109 -1.623
H -2.690 -2.136 2.032
H -5.465 6.987 -0.733
H -1.755 -4.519 -5.340
H 3.012 -1.680 2.451
H -3.566 -4.308 -7.076
H -0.929 -4.385 2.340
H 4.340 -2.085 -0.415
C -1.708 4.491 1.564
H -1.793 2.126 3.004
B -1.261 1.948 1.096
H -3.417 0.296 7.610
C -0.615 -1.728 2.648
C 3.819 -1.573 1.670
H 1.039 -3.793 -3.294
C -2.537 -4.009 -7.292
H 5.658 -0.064 -3.731
H 5.151 0.298 -1.306
Cl 1.222 0.027 0.408
H -1.332 3.612 -0.458
H -0.045 1.229 -3.692
H -0.467 -2.542 4.795
H 7.378 -0.115 -3.374
C -0.263 -1.914 -3.341
C 0.762 -0.749 -2.973
C -4.587 5.311 -1.774
H -2.198 -4.679 3.647
O -4.250 4.601 -0.584
C 0.481 -3.344 -1.204
H 4.816 2.797 2.594
H 6.476 1.396 -3.132
H -0.781 -3.338 -6.236
C -1.801 -3.657 -6.014
H -0.767 -4.047 -2.900
H -1.571 1.785 -1.812
H 0.068 -2.362 -0.774
H -3.059 -0.122 5.920
C 6.424 0.308 -3.046
C -1.978 -1.242 1.922
O -0.961 1.944 2.513
H 5.310 2.452 0.926
H -2.049 0.069 -2.168

=====

Molecular formula: C25H61ClNbO2
Method: DFT, wB97M-V/def2-TZVPD

As for the net charge: -1. As for the frontier orbital gap: 7.6 eV. Its HOMO energy is -5.02 eV.

Atoms and positions in Å:
H -0.511 4.950 -2.025
H 3.927 -7.715 0.991
C 1.786 -7.802 3.750
H -0.033 7.679 -0.233
H -0.962 1.524 -0.058
H 0.873 -7.234 3.939
C -0.602 6.816 0.125
H 3.154 -2.920 0.352
H -2.737 -1.551 1.422
H 1.092 -9.519 4.890
Cl -0.444 -1.098 3.473
C 4.025 -1.835 1.967
H -0.992 4.005 0.359
C 3.640 -8.081 1.983
H 2.498 -7.489 4.520
H 3.101 -3.799 1.878
C -2.873 2.502 -2.722
H 2.212 0.238 2.800
C 0.367 5.699 0.518
C -2.689 2.971 -4.161
H 0.564 0.292 -1.310
H 4.710 0.616 2.376
H -1.134 7.155 1.021
H -5.545 2.565 -7.503
C 1.496 -9.291 3.902
H 3.498 -9.160 1.876
H -2.837 1.076 1.702
H -4.826 0.955 -7.570
C 2.616 0.975 2.092
C 5.132 -6.344 3.099
C -0.198 6.858 -2.977
C 3.975 0.517 1.557
C -5.196 2.996 -4.750
H -5.513 2.770 -3.729
C -5.154 1.697 -5.552
H -2.317 5.666 -0.493
H -3.721 1.821 -2.623
H 4.552 -8.240 3.937
H -2.270 7.288 -1.144
H -1.797 3.599 -4.222
H -3.830 2.344 -7.154
H 1.081 6.099 1.243
H -4.286 -0.790 1.800
H 3.294 -1.648 2.760
H 5.019 -1.869 2.444
H 2.806 1.891 2.675
C 3.717 -3.149 1.254
O 4.009 -0.784 1.009
H -4.429 1.012 -5.105
H 4.625 -3.688 0.969
C -0.325 4.467 1.087
C -2.558 0.343 2.465
H 2.397 -9.894 3.771
C 2.315 -7.419 2.369
C -1.035 0.294 2.455
H 4.289 -5.775 3.492
C -1.076 5.864 -2.226
H 1.564 -7.681 1.617
H -2.488 2.107 -4.803
H -6.126 1.204 -5.468
H 0.848 -1.544 0.608
H -1.909 5.562 -2.866
H 5.976 -6.189 3.773
H -1.992 1.975 -2.358
H 0.677 7.144 -2.390
C -4.819 1.901 -7.026
C -3.873 3.766 -4.711
H -4.014 4.660 -4.093
C -1.646 6.415 -0.921
H -2.916 0.736 3.432
H -0.753 7.770 -3.213
H 2.418 -6.333 2.317
H -3.045 3.353 -2.056
H -5.969 3.649 -5.171
H 0.766 -9.622 3.159
H 4.275 1.185 0.745
Nb 0.166 0.157 0.475
H 5.671 -8.368 2.602
H 0.959 5.401 -0.353
H -3.631 4.129 -5.714
C 4.791 -7.822 2.955
H -1.218 -0.812 -0.187
H 0.398 3.697 1.359
C -3.277 -0.978 2.179
H -0.690 1.174 3.010
H -3.361 -1.589 3.081
H 0.164 6.435 -3.916
H -0.911 4.721 1.975
O 1.694 1.256 1.064
H 5.391 -5.911 2.130

=====

Repeat the second record exactly.
Molecular formula: C25H61BClNO8P
Method: DFT, wB97M-V/def2-TZVPD

As for the net charge: +1. As for the frontier orbital gap: 8.1 eV. Its HOMO energy is -11.96 eV.

Atoms and positions in Å:
O 6.042 -1.529 -1.528
H 2.931 1.750 1.305
H 6.897 -1.883 -1.799
O 1.852 -3.785 1.174
C -1.096 -2.690 3.859
H -2.767 -0.932 0.036
H -3.805 5.122 -2.512
H 1.483 -1.036 -2.129
H -2.037 -4.825 -7.818
C -1.160 -4.234 3.449
H -2.163 -2.390 4.159
H -4.950 4.767 0.060
O -2.460 -2.586 -5.342
C -1.672 -0.954 7.349
C 0.127 -3.348 -2.761
H -0.430 -4.831 4.090
H 3.022 3.068 0.116
O 1.945 -3.330 -1.121
H -3.755 7.180 -1.089
H 6.884 0.251 -0.934
H 1.442 -0.625 -3.889
H -4.950 7.350 -2.393
H -2.077 1.081 6.746
H -2.589 -3.142 -7.954
H -2.996 3.189 0.190
H -0.003 -2.376 1.951
C 2.362 -3.194 0.214
C -2.615 0.138 6.885
H -0.162 -0.319 6.297
H -0.062 -0.829 3.058
C 0.122 0.683 -2.704
H -0.249 -2.017 -4.480
O -0.638 -1.154 6.390
H 0.913 1.301 -2.148
C 3.194 2.800 1.162
P -0.843 0.359 0.046
H -1.216 -0.695 8.309
N -1.822 -1.021 0.449
H 2.521 3.417 1.764
C -4.698 6.795 -1.487
C 4.640 3.053 1.544
C -1.892 3.303 0.486
H -2.358 4.215 2.454
H -2.208 -1.898 7.466
H 0.017 -4.187 -0.610
H -3.358 -2.878 -5.142
C 3.614 -2.242 0.452
C -1.186 0.702 -1.800
H 4.384 4.948 1.901
H -0.635 4.623 1.901
H 4.773 -0.989 1.835
H -2.158 5.419 1.095
H -2.477 -0.390 2.485
H -5.531 4.918 -2.163
H -1.343 -1.724 -3.064
O 4.971 4.422 1.346
C 6.114 -0.109 -1.623
H -2.690 -2.136 2.032
H -5.465 6.987 -0.733
H -1.755 -4.519 -5.340
H 3.012 -1.680 2.451
H -3.566 -4.308 -7.076
H -0.929 -4.385 2.340
H 4.340 -2.085 -0.415
C -1.708 4.491 1.564
H -1.793 2.126 3.004
B -1.261 1.948 1.096
H -3.417 0.296 7.610
C -0.615 -1.728 2.648
C 3.819 -1.573 1.670
H 1.039 -3.793 -3.294
C -2.537 -4.009 -7.292
H 5.658 -0.064 -3.731
H 5.151 0.298 -1.306
Cl 1.222 0.027 0.408
H -1.332 3.612 -0.458
H -0.045 1.229 -3.692
H -0.467 -2.542 4.795
H 7.378 -0.115 -3.374
C -0.263 -1.914 -3.341
C 0.762 -0.749 -2.973
C -4.587 5.311 -1.774
H -2.198 -4.679 3.647
O -4.250 4.601 -0.584
C 0.481 -3.344 -1.204
H 4.816 2.797 2.594
H 6.476 1.396 -3.132
H -0.781 -3.338 -6.236
C -1.801 -3.657 -6.014
H -0.767 -4.047 -2.900
H -1.571 1.785 -1.812
H 0.068 -2.362 -0.774
H -3.059 -0.122 5.920
C 6.424 0.308 -3.046
C -1.978 -1.242 1.922
O -0.961 1.944 2.513
H 5.310 2.452 0.926
H -2.049 0.069 -2.168